No. 1
C5H8CsO6 as an isolated structure at a distorted geometry. Source: the Open Molecules 2025 dataset; level of theory: ωB97M-V/def2-TZVPD.

```
! wB97M-V def2-TZVPD RIJCOSX def2/J DEFGRID3
* xyz 2 2
Cs -1.02739 0.88726 -3.19019
O 1.68906 -1.02876 -0.56513
O -2.06482 2.32724 2.93716
O -1.47609 2.33391 0.90526
O 2.24121 0.96210 4.95691
O 0.12389 2.29514 2.43023
O 4.45789 -0.60126 1.47178
C 0.51234 2.09396 3.80170
C 3.25182 -0.29938 1.11519
C -1.11680 2.41663 2.08106
C 2.52861 -1.41266 0.40582
C 1.89724 1.46134 3.79801
H -0.22051 1.47810 4.33993
H 2.01115 -2.06926 1.14126
H 3.24860 -2.14306 -0.04014
H 0.55313 3.08384 4.27340
H 5.09082 0.14062 1.41318
H 2.63824 2.24551 3.51736
H 2.33240 0.68218 2.74254
H 3.18365 0.67814 0.61133
*
```

Properties
**⟨S²⟩**: 1.768
**Orbital gap (alpha / beta)**: 7.6140 / 7.1421 eV
**HOMO level (alpha / beta)**: -17.12 / -16.88 eV

***

No. 2
A 2-piece molecular cluster, C4H9O overall at a distorted geometry. Source: the Open Molecules 2025 dataset; level of theory: ωB97M-V/def2-TZVPD.

```
! wB97M-V def2-TZVPD RIJCOSX def2/J DEFGRID3
* xyz -1 1
O 0.18589 -1.87617 0.88233
C 0.50982 -0.61730 0.71740
C -0.38142 1.72131 -0.05136
C -0.04791 0.29065 -0.45425
C 1.41581 -0.12935 -0.37961
H -6.61223 0.61348 -2.91014
H -7.08599 0.73949 -3.47901
H 1.69275 -0.82220 -1.15460
H 0.07014 1.90997 0.93292
H -1.45277 1.85935 0.11798
H -0.01896 2.50879 -0.72766
H 0.64052 -0.04110 1.64503
H 2.16437 0.63951 -0.21502
H -0.76865 -0.30603 -0.98530
*
```

Properties
**Relative energy (zero: lowest compared OMol25 entry of this formula, charge and spin)**: 1.619 eV
**Orbital gap**: 5.8466 eV
**HOMO level**: -1.74 eV